# 1
{"formula": "C12H5CoF6N3O5S6", "method": "ωB97M-V/def2-TZVPD", "multiplicity": 2, "homo_energy_ev": [-2.0, -2.0], "total_charge": -2, "orbital_gap_ha": [0.239, 0.238], "relative_energy_kj_mol": 138.5, "symbols": ["Co", "S", "S", "S", "S", "S", "S", "F", "F", "F", "F", "F", "F", "O", "O", "O", "O", "O", "N", "N", "N", "C", "C", "C", "C", "C", "C", "C", "C", "C", "C", "C", "C", "H", "H", "H", "H", "H"], "coordinates": [[-0.6647, 0.3319, 0.0872], [-0.4975, 0.4861, 2.4279], [0.4101, 1.2781, -2.6774], [1.6132, 0.1913, -0.0469], [-1.7630, -1.9047, 0.1116], [-4.7223, -1.6531, -0.0230], [-0.4934, 3.1836, -1.1883], [0.2390, 3.2611, -4.5157], [0.1953, 1.3008, -5.3775], [1.3332, 4.5253, 0.2472], [-1.5633, 2.0762, -4.4402], [-0.5815, 5.5040, 0.1690], [0.7205, 5.5614, -1.5371], [-1.5227, 3.6175, -2.0796], [1.5226, 0.5206, -3.1304], [-0.7528, 0.6091, -2.1613], [-0.9056, 2.5156, 0.0109], [-2.9556, 0.2971, -0.1598], [3.7117, 2.7457, 6.2274], [6.1990, 2.7343, 3.0880], [0.7800, 2.5953, -1.9002], [3.3529, 1.3846, 1.6314], [3.7986, 1.8927, 2.8465], [-4.0557, 1.1533, -0.3670], [2.0513, 0.9151, 1.4628], [-0.2359, 2.0220, -4.3242], [1.6009, 1.4740, 3.7814], [2.9087, 1.9128, 3.9516], [3.3469, 2.3729, 5.2005], [-3.1962, -1.0315, -0.0303], [1.1416, 0.9938, 2.5561], [0.2931, 4.7747, -0.5420], [5.1155, 2.3542, 2.9887], [0.9140, 1.4929, 4.6148], [-4.5975, 0.8518, -1.2690], [-4.7362, 1.0953, 0.4886], [4.0329, 1.3462, 0.7929], [-3.6606, 2.1612, -0.4810]]}

# 2
{"formula": "C12H76N2O26", "method": "ωB97M-V/def2-TZVPD", "homo_energy_ev": -13.2, "total_charge": 2, "orbital_gap_ha": 0.294, "relative_energy_kj_mol": 670.3, "symbols": ["O", "O", "O", "O", "O", "O", "O", "O", "O", "O", "O", "O", "O", "O", "O", "O", "O", "O", "O", "O", "O", "O", "O", "O", "O", "O", "N", "N", "C", "C", "C", "C", "C", "C", "C", "C", "C", "C", "C", "C", "H", "H", "H", "H", "H", "H", "H", "H", "H", "H", "H", "H", "H", "H", "H", "H", "H", "H", "H", "H", "H", "H", "H", "H", "H", "H", "H", "H", "H", "H", "H", "H", "H", "H", "H", "H", "H", "H", "H", "H", "H", "H", "H", "H", "H", "H", "H", "H", "H", "H", "H", "H", "H", "H", "H", "H", "H", "H", "H", "H", "H", "H", "H", "H", "H", "H", "H", "H", "H", "H", "H", "H", "H", "H", "H", "H"], "coordinates": [[-0.6160, 0.8793, -3.1103], [4.1427, -2.1227, 1.8649], [5.6099, 0.8092, 0.7824], [-1.8380, 5.1660, -0.8062], [-4.3855, -0.8669, -3.2527], [-6.2928, 1.2552, -1.5186], [3.5389, -5.4428, 1.6335], [6.3701, -5.5266, 3.0734], [6.5607, -4.5426, 5.9395], [-3.9907, -2.2119, 1.3164], [5.9347, -1.8181, 6.7029], [-6.6937, 0.7488, 1.0491], [1.0774, -4.3544, 2.0277], [-2.3461, 0.0646, -0.3778], [-2.8682, -1.7468, -1.1891], [1.5003, 1.4041, 3.2844], [-2.4745, 7.2587, -4.2914], [-5.8702, 0.1696, 3.0026], [-2.9510, -2.8076, 2.9016], [-0.3675, -2.2223, 3.3257], [-0.2180, 2.9277, -1.0539], [2.4583, -1.2537, -2.1947], [3.2343, -2.4029, 5.8848], [4.7874, -1.5594, -0.8731], [1.2936, 1.3638, -2.6561], [-0.9801, -3.7392, -2.5506], [-2.1714, 3.6560, -4.8522], [0.7564, -0.6620, 1.4022], [-0.1406, -0.3035, 0.3754], [2.2183, -1.1220, 1.1799], [-1.3854, 2.9542, -3.8819], [-1.5438, 8.4750, -4.4791], [-1.4688, 0.1533, 0.8153], [-2.7677, 5.0036, -4.4726], [-1.0857, 1.5197, -4.3049], [-0.3993, -0.5272, -3.3216], [4.8931, -2.7319, 2.8293], [-3.2831, 1.1775, -0.3564], [2.9279, -1.5510, 2.3683], [-1.8086, 6.1209, -4.6907], [-1.1779, 1.2066, 1.1040], [3.6871, -4.8467, 0.8902], [0.5042, 2.6969, -1.6207], [-3.1491, 4.8961, -3.3777], [-4.9418, -0.2880, -2.8590], [2.7183, -1.6688, 5.8840], [-3.7242, 1.2760, -1.3421], [1.5276, 2.2228, 2.5634], [-1.5236, 6.0293, -5.7084], [-4.7104, -2.8794, 1.1896], [2.3581, -2.4621, 2.7939], [-0.9821, -1.0498, -3.7628], [2.7563, -0.2707, 0.6311], [2.7475, -3.0909, 5.9938], [-3.0318, 3.0809, -4.6466], [-1.4839, 4.4922, -0.2306], [0.7527, -5.0080, 2.6395], [-6.9863, 1.1621, -2.0814], [-0.0727, -0.9095, -2.3226], [6.4590, -4.6708, 4.9831], [-7.0449, 1.5310, 1.4207], [7.1396, -5.5672, 2.6160], [-1.9680, 0.9101, -4.4684], [4.8356, -1.8725, 0.0655], [3.3454, -0.9497, 3.0527], [-0.5959, 3.5578, -3.6497], [5.0407, -1.8550, 6.2842], [-4.7688, -1.6252, -3.5852], [0.2318, 2.8400, -0.2264], [2.0089, 0.6919, -2.5433], [4.9883, 1.5590, 0.4880], [4.2869, -3.5724, 3.4071], [-1.7275, 3.5245, -5.7543], [5.6369, 1.0630, 1.8036], [-2.7622, 2.1913, -0.2589], [4.2808, -5.5881, 2.1266], [2.5265, -1.7889, -3.0488], [-0.3161, -1.3813, -0.0478], [5.7165, -1.2424, -0.8067], [0.4970, 0.9329, -3.0984], [-0.4975, -3.6989, -1.6875], [3.2989, -1.3250, -1.7017], [-6.4554, 0.8831, 2.7179], [-3.5219, -2.8346, 3.7002], [6.0401, -6.5489, 3.2451], [0.2008, -3.0325, 3.3387], [-0.6236, 8.3235, -4.1835], [0.4088, -0.6966, -3.9956], [6.6612, -3.6099, 6.0812], [-1.1719, 5.5565, -1.2219], [5.4700, -2.1861, 3.5701], [-1.7622, -3.3471, -2.2580], [-3.5541, -2.2409, 2.2214], [-1.6057, 8.7482, -5.4876], [0.4662, -1.2731, 2.2923], [6.0142, -1.7722, 7.6694], [5.6031, -3.1534, 2.0955], [-0.9717, 5.9301, -3.9622], [-5.6394, -0.2696, 2.1864], [2.0099, -1.8690, 0.7039], [2.0022, -4.6655, 2.0662], [-3.2484, -1.4525, -2.1025], [-4.1317, 0.9208, 0.2888], [-3.6358, -1.9575, 0.5172], [-1.8627, 9.3209, -4.0573], [-6.2685, 0.8959, 0.2195], [-2.5021, -0.8809, -0.8143], [0.3170, 0.3671, -0.0740], [1.2199, 1.8482, 4.1268], [-6.5099, 2.1076, -1.5003], [-0.3143, 1.5230, -5.1023], [1.0122, 0.1748, 1.9645], [-1.1639, -2.5425, 3.4065], [-3.6151, 5.0091, -5.0359], [-1.9335, -0.0734, 1.7882], [-2.1709, 2.9524, -3.0381]]}

# 3
{"formula": "C12H7Cl32FNO3P", "method": "ωB97M-V/def2-TZVPD", "smiles": "NP(O)[C@H]1C[C@@H](F)OC1=O.ClC(Cl)(Cl)Cl.ClC(Cl)(Cl)Cl.ClC(Cl)(Cl)Cl.ClC(Cl)(Cl)Cl.ClC(Cl)(Cl)Cl.ClC(Cl)(Cl)Cl.ClC(Cl)(Cl)Cl.ClC(Cl)(Cl)Cl", "homo_energy_ev": -9.2, "orbital_gap_ha": 0.322, "relative_energy_kj_mol": 0.0, "symbols": ["Cl", "Cl", "Cl", "Cl", "Cl", "Cl", "Cl", "Cl", "Cl", "Cl", "Cl", "Cl", "Cl", "Cl", "Cl", "Cl", "Cl", "Cl", "Cl", "Cl", "Cl", "Cl", "Cl", "Cl", "Cl", "Cl", "Cl", "Cl", "Cl", "Cl", "Cl", "Cl", "P", "F", "O", "O", "O", "N", "C", "C", "C", "C", "C", "C", "C", "C", "C", "C", "C", "C", "H", "H", "H", "H", "H", "H", "H"], "coordinates": [[4.9111, -2.6064, -5.3678], [-3.8716, 0.0338, 5.8881], [-1.1887, 7.0849, -1.1174], [-4.1680, -2.7103, 4.9877], [-1.1742, 4.9885, 0.8881], [-6.7428, -0.9722, 6.1173], [4.4265, -3.8958, -2.8164], [-3.3460, -0.6483, 3.1196], [4.5768, -7.8062, -7.8257], [6.6472, -2.0535, -3.1115], [-6.8258, 5.3488, 1.9205], [1.0594, -2.2096, -4.3930], [-7.0124, 1.8295, 6.8149], [6.1299, -6.1512, -6.0191], [0.5568, 7.2960, 1.1905], [-0.5866, -0.7591, -6.2907], [2.1681, 4.9412, 2.9321], [-9.3509, 0.2961, 6.0415], [4.0817, -7.9169, -4.9697], [-8.0588, -0.2145, 8.5883], [0.1803, -3.5027, -6.8362], [1.1070, 5.3279, -0.8695], [-1.7335, -2.9219, -4.7354], [-4.9176, 6.3402, 3.8677], [-1.5273, -1.5296, 5.2008], [4.1595, 4.3849, 0.8968], [3.3281, -5.5593, -6.4815], [3.8551, 2.5909, 3.1574], [1.7987, 2.7134, 1.1143], [3.9227, -1.0559, -3.1267], [-4.4157, 3.8373, 2.4893], [-4.2463, 6.3475, 1.0459], [-0.4646, 0.2026, -0.7449], [4.1787, -1.8644, 1.4610], [1.8021, -2.3957, 1.6078], [-0.4531, -1.6395, 2.1111], [0.2984, 1.7211, -0.9972], [-0.7947, -0.4696, -2.3658], [-0.1749, 6.1743, 0.0233], [2.2969, -0.3917, 0.3984], [0.8279, -0.9735, 0.0008], [-0.2711, -2.3481, -5.5644], [0.5507, -1.6985, 1.3939], [4.9784, -2.4033, -3.6060], [4.5293, -6.8586, -6.3242], [2.9052, -1.8343, 0.8304], [-7.7912, 0.2341, 6.8903], [2.9950, 3.6577, 2.0253], [-5.1015, 5.4687, 2.3306], [-3.2274, -1.2135, 4.7989], [0.1578, -0.6146, -2.7732], [2.2140, 0.1150, 1.4312], [-1.1032, -1.4455, -2.1617], [3.0911, -2.3022, -0.2064], [0.9222, 1.6875, -1.7647], [2.8655, 0.1976, -0.3924], [1.0259, -1.8531, -0.7028]]}

# 4
{"formula": "C12H9BF4NOReS", "method": "ωB97M-V/def2-TZVPD", "multiplicity": 2, "homo_energy_ev": [-11.6, -11.9], "total_charge": 1, "orbital_gap_ha": [0.266, 0.232], "symbols": ["Re", "S", "F", "F", "F", "F", "O", "N", "C", "C", "C", "C", "C", "C", "C", "C", "C", "C", "C", "C", "B", "H", "H", "H", "H", "H", "H", "H", "H", "H"], "coordinates": [[-0.7763, -1.3253, -0.8450], [-0.4859, -1.6018, 1.5137], [-4.5115, -2.6587, -0.0936], [-4.2263, -0.5233, -0.7328], [-5.1247, -2.0214, -2.1715], [-2.2703, -1.9781, -1.5947], [1.2461, -1.6840, -0.7124], [1.8585, -2.0823, 0.3984], [3.1643, -2.3982, 0.3375], [3.8401, -2.7751, 1.4694], [-0.6102, 1.9044, -0.9752], [-1.2513, 2.6016, 0.0855], [-0.0437, 4.0146, -2.0013], [-1.2763, 3.9757, 0.0808], [3.1616, -2.8407, 2.6895], [0.0068, 2.6410, -2.0185], [-0.6866, 4.6847, -0.9638], [-0.6003, 0.5349, -0.9492], [1.8190, -2.5318, 2.7300], [1.1683, -2.1331, 1.5596], [-4.6117, -1.7425, -1.0153], [-1.6962, 2.0193, 0.8759], [4.8876, -3.0144, 1.4043], [0.5015, 2.0991, -2.8083], [1.2490, -2.5762, 3.6442], [3.6831, -3.1227, 3.5896], [3.6103, -2.3231, -0.6430], [-1.7398, 4.5122, 0.8941], [-0.7160, 5.7633, -0.9613], [0.4298, 4.5822, -2.7871]]}

# 5
{"formula": "C12H9Cl3CuN2O6", "method": "ωB97M-V/def2-TZVPD", "multiplicity": 2, "homo_energy_ev": [-9.6, -9.6], "orbital_gap_ha": [0.321, 0.301], "relative_energy_kj_mol": 60.8, "symbols": ["Cu", "Cl", "Cl", "Cl", "O", "O", "O", "O", "O", "O", "N", "N", "C", "C", "C", "C", "C", "C", "C", "C", "C", "C", "C", "C", "H", "H", "H", "H", "H", "H", "H", "H", "H"], "coordinates": [[0.1156, -0.2374, -0.2706], [-1.2442, -2.6276, -4.1497], [-0.1964, -4.4388, -2.1406], [2.3398, 1.0818, 0.0664], [-0.6097, -1.1762, -1.7726], [3.1196, 1.9809, -0.6610], [2.8752, 0.8109, 1.3403], [-1.8259, -2.3910, -0.3541], [2.1777, -0.1633, -0.6600], [0.9806, 1.5836, 0.2194], [-1.4975, 0.0519, 0.8618], [0.5821, -1.4781, 1.4361], [-3.8903, -0.0191, 2.1872], [-0.2944, -2.2227, 3.5085], [-3.7432, 0.7688, 1.0569], [-2.5093, 0.7772, 0.4267], [-2.8101, -0.7485, 2.6528], [-1.6053, -0.7108, 1.9536], [-1.4609, -3.2600, -2.5324], [1.8822, -2.9191, 2.7971], [-1.3058, -2.1666, -1.4314], [0.8688, -2.9425, 3.7405], [1.6884, -2.1633, 1.6484], [-0.4141, -1.4922, 2.3279], [2.7962, -3.4730, 2.9444], [0.9790, -3.5154, 4.6498], [-2.3178, 1.3843, -0.4436], [-1.0830, -2.2317, 4.2431], [-2.4246, -3.7693, -2.4694], [-4.5585, 1.3534, 0.6657], [2.4359, -2.0982, 0.8709], [-4.8361, -0.0650, 2.7035], [-2.9119, -1.3583, 3.5355]]}

# 6
{"formula": "C12H9Cl4NO3", "method": "ωB97M-V/def2-TZVPD", "smiles": "C#CC[C@H]1OC(=O)O[C@@H]1c1ccncc1.ClC(Cl)(Cl)Cl", "homo_energy_ev": -9.3, "orbital_gap_ha": 0.318, "symbols": ["Cl", "Cl", "Cl", "Cl", "O", "O", "O", "N", "C", "C", "C", "C", "C", "C", "C", "C", "C", "C", "C", "C", "H", "H", "H", "H", "H", "H", "H", "H", "H"], "coordinates": [[0.9069, -2.9501, 3.4740], [1.0804, -3.6465, 0.6543], [3.4980, -3.4898, 2.2656], [1.6081, -5.6616, 2.6857], [-0.6928, -2.8456, -1.9621], [0.1012, -0.6331, -2.3588], [-0.0763, -1.2876, -0.0133], [-4.3267, 2.0504, 0.7142], [-3.5694, 2.1006, -0.5684], [2.4966, 0.2428, -1.5145], [0.2597, 0.1713, 0.0885], [3.3485, 3.1918, -1.1972], [-2.0859, 1.5621, -0.9683], [0.8396, 0.3218, -1.4721], [-3.6121, 1.4378, 1.8697], [1.7733, -3.9370, 2.2699], [-2.1168, 0.8289, 1.6742], [3.0334, 1.8079, -1.3348], [-1.2303, 0.8290, 0.2694], [-0.2613, -1.7043, -1.4125], [-1.6319, 1.6745, -2.0555], [1.1346, 0.4821, 0.8007], [0.6305, 1.4582, -1.6805], [3.2120, 4.3636, -1.0549], [2.7603, -0.1928, -2.5940], [2.8542, -0.4688, -0.6493], [-4.1671, 2.5963, -1.4781], [-1.6096, 0.3376, 2.6313], [-4.1571, 1.3603, 2.9168]]}